Here is C20H47NOP3Ru as an isolated structure from the OMol25 dataset. Energies are from the ωB97M-V functional and the def2-TZVPD basis.

Element x y z (Å)
Ru: 0.165 -0.010 0.007
P: 0.090 -2.366 -0.677
P: 0.076 2.423 -0.430
N: 0.119 0.117 -2.390
C: 0.046 -2.340 -2.512
H: 0.627 -3.159 -2.954
H: -0.986 -2.427 -2.882
C: 0.618 -1.066 -3.121
H: 1.722 -1.022 -3.010
H: 0.362 -0.963 -4.201
C: 0.600 1.369 -2.993
H: 0.341 1.379 -4.074
H: 1.698 1.325 -2.893
C: 0.027 2.572 -2.259
H: -1.004 2.702 -2.617
H: 0.607 3.431 -2.617
C: 1.580 3.504 -0.092
C: 2.135 3.333 1.318
H: 3.024 3.969 1.429
H: 2.443 2.298 1.495
H: 1.416 3.639 2.088
C: -1.537 3.321 -0.051
C: -1.719 3.625 1.431
H: -2.655 4.180 1.573
H: -0.907 4.251 1.836
H: -1.796 2.710 2.024
C: -1.530 -3.290 -0.389
C: -1.712 -3.741 1.054
H: -2.651 -4.304 1.138
H: -1.786 -2.893 1.739
H: -0.904 -4.409 1.391
C: 1.587 -3.475 -0.447
C: 2.142 -3.450 0.975
H: 3.031 -4.093 1.022
H: 1.421 -3.833 1.709
H: 2.449 -2.438 1.258
C: 1.993 -0.014 0.233
O: 3.163 -0.017 0.367
C: -1.839 4.571 -0.882
H: -1.184 5.404 -0.607
H: -1.768 4.415 -1.960
H: -2.870 4.877 -0.670
C: -1.835 -4.447 -1.342
H: -2.865 -4.771 -1.160
H: -1.765 -4.184 -2.397
H: -1.181 -5.305 -1.153
C: 1.418 -4.918 -0.920
H: 2.399 -5.411 -0.876
H: 0.743 -5.480 -0.267
H: 1.072 -4.994 -1.962
C: 1.412 4.987 -0.416
H: 0.740 5.481 0.291
H: 2.393 5.471 -0.323
H: 1.065 5.170 -1.444
H: 2.313 3.083 -0.801
H: 2.325 -2.986 -1.108
H: -2.266 2.542 -0.332
H: -2.255 -2.482 -0.589
H: -0.878 0.144 -2.603
H: -1.733 -0.089 -0.017
C: -2.206 -0.118 2.309
P: -0.384 -0.109 2.163
C: 0.217 1.228 3.237
C: 0.222 -1.546 3.098
H: -2.617 0.790 1.859
H: -2.502 -0.179 3.363
H: -2.617 -0.968 1.758
H: -0.143 1.064 4.258
H: -0.108 2.208 2.886
H: 1.316 1.204 3.241
H: -0.137 -1.487 4.130
H: -0.097 -2.487 2.650
H: 1.322 -1.517 3.103

The maximum force comes out at 0.1832 hartree/bohr. Its HOMO energy (spin up / spin down) is -12.2 / -15.9 eV. As for the expectation value of S²: 8.77. The calculation puts the electronic energy at -2038.42464 Eh. For the LUMO energy (spin up / spin down), the calculation gives -5.4115 / -10.0288 eV. The orbital gap (spin up / spin down) comes out at 6.8136 / 5.8910 eV. The spin multiplicity is 6. Its charge is +2.

Mulliken atomic charge list, values in e, 4 entries: -0.3510, 1.6156, 1.6308, 0.0917

=====

Here is a 9-piece molecular cluster, C20H48N11O17S overall from the OMol25 dataset. Energies are from the ωB97M-V functional and the def2-TZVPD basis.

Element x y z (Å)
C: 3.769 1.106 1.934
C: 4.649 1.626 0.785
O: 4.271 2.988 0.575
C: 4.212 3.410 -0.782
C: 3.097 4.500 -0.884
C: 2.583 4.944 0.484
C: 1.544 6.095 0.298
C: 0.288 5.886 1.134
N: -0.519 4.721 0.726
C: -0.175 3.637 0.076
N: -1.208 2.820 -0.055
C: -2.311 3.419 0.544
C: -3.696 2.818 0.637
N: -4.326 2.746 -0.707
C: -3.982 1.451 -1.345
C: -1.888 4.603 1.007
S: -2.949 5.748 1.809
H: 4.194 0.229 2.420
H: 3.672 1.943 2.633
H: 2.753 0.916 1.565
H: 5.673 1.639 1.181
H: 4.558 0.996 -0.103
H: 4.033 2.596 -1.489
H: 5.167 3.907 -1.005
H: 3.445 5.370 -1.447
H: 2.274 4.065 -1.461
H: 2.125 4.117 1.033
H: 3.398 5.285 1.125
H: 1.350 6.312 -0.755
H: 2.032 6.992 0.694
H: -0.320 6.791 1.166
H: 0.615 5.715 2.167
H: 0.810 3.381 -0.287
H: -1.137 1.919 -0.512
H: -4.290 3.451 1.298
H: -3.624 1.812 1.060
H: -3.874 3.483 -1.239
H: -3.031 1.030 -0.983
H: -3.890 1.555 -2.427
H: -4.763 0.734 -1.086
H: -2.188 6.333 2.759
C: -0.800 3.296 -3.893
N: 0.440 3.707 -3.175
O: 0.579 4.881 -2.915
O: 1.231 2.818 -2.900
H: -1.404 4.179 -4.071
H: -0.497 2.836 -4.829
H: -1.324 2.583 -3.260
C: -1.445 1.208 3.678
N: -1.352 -0.276 3.610
O: -0.357 -0.797 4.067
O: -2.285 -0.852 3.096
H: -0.551 1.593 4.156
H: -1.529 1.574 2.658
H: -2.330 1.456 4.257
C: 0.885 -0.127 -1.808
N: -0.316 -0.624 -2.516
O: -1.364 -0.012 -2.333
O: -0.187 -1.590 -3.220
H: 0.598 0.738 -1.222
H: 1.251 -0.923 -1.165
H: 1.623 0.143 -2.557
C: 3.008 -3.639 -0.032
N: 3.721 -2.738 -0.981
O: 3.985 -3.171 -2.075
O: 3.986 -1.615 -0.585
H: 2.840 -4.591 -0.521
H: 3.640 -3.754 0.844
H: 2.065 -3.165 0.226
C: 2.375 -4.482 -4.867
N: 1.376 -4.814 -3.813
O: 1.724 -4.690 -2.655
O: 0.287 -5.182 -4.186
H: 3.294 -4.169 -4.384
H: 2.530 -5.378 -5.461
H: 1.957 -3.681 -5.469
C: -3.333 -2.539 -1.330
N: -3.049 -2.605 0.126
O: -3.973 -2.840 0.871
O: -1.896 -2.411 0.468
H: -4.388 -2.726 -1.489
H: -3.059 -1.543 -1.664
H: -2.729 -3.299 -1.817
C: -2.783 -6.578 1.361
N: -2.348 -6.414 -0.052
O: -1.934 -7.389 -0.639
O: -2.437 -5.296 -0.525
H: -2.648 -7.615 1.645
H: -2.172 -5.927 1.965
H: -3.830 -6.292 1.413
C: -1.233 -7.495 5.631
N: -1.495 -6.809 4.336
O: -2.619 -6.392 4.136
O: -0.560 -6.714 3.568
H: -2.151 -7.504 6.208
H: -0.905 -8.505 5.404
H: -0.455 -6.937 6.143

The maximum force comes out at 0.0318 hartree/bohr. Its HOMO energy is -11.7 eV. The calculation puts the electronic energy at -3069.41777 Eh. For the LUMO energy, the calculation gives -3.0491 eV. The orbital gap comes out at 8.6469 eV. Its charge is +1.

Mulliken atomic charge list, values in e, 4 entries: -1.1038, -0.2215, -0.2491, -0.9504

=====

Here is C20H48N4O14V3 as an isolated structure from the OMol25 dataset. Energies are from the ωB97M-V functional and the def2-TZVPD basis.

Element x y z (Å)
O: 3.000 -1.943 1.385
V: 1.689 -1.172 1.861
O: -1.974 0.388 2.929
V: -1.021 1.202 1.934
O: 1.189 2.918 -1.227
V: 1.587 1.601 -0.455
C: -0.139 -0.458 -0.229
O: -0.300 -0.739 1.023
O: -0.434 0.784 -0.289
O: 1.102 -0.557 -0.426
C: 1.689 1.692 2.400
O: 0.989 2.317 1.577
O: 2.565 1.080 1.720
O: 0.886 0.881 2.989
C: 3.262 4.722 1.490
O: 3.399 3.887 0.350
C: 4.599 3.163 0.291
C: 4.577 2.495 -1.098
N: 3.735 1.261 -1.103
C: 3.602 0.684 -2.457
C: 2.602 1.350 -3.414
O: 1.348 1.036 -2.829
C: 0.248 1.438 -3.610
H: 2.415 5.372 1.275
H: 4.091 5.433 1.570
H: 3.193 4.193 2.442
H: 4.684 2.413 1.082
H: 5.562 3.685 0.232
H: 5.610 2.227 -1.338
H: 4.168 3.150 -1.861
H: 4.209 0.599 -0.495
H: 3.299 -0.358 -2.321
H: 4.583 0.629 -2.940
H: 2.669 0.875 -4.389
H: 2.838 2.407 -3.257
H: -0.692 1.384 -3.067
H: 0.221 0.760 -4.470
H: 0.340 2.428 -4.067
C: -3.737 4.756 2.448
C: -3.316 3.325 2.104
C: -3.268 3.017 0.620
O: -2.908 1.625 0.654
C: -3.905 0.747 0.162
N: -1.960 3.090 2.699
H: -4.802 4.856 2.238
H: -3.203 5.508 1.866
H: -3.529 4.958 3.499
H: -4.069 2.642 2.496
H: -2.410 3.472 0.104
H: -4.121 3.220 -0.023
H: -3.502 -0.248 0.347
H: -4.073 0.823 -0.915
H: -4.882 0.868 0.637
H: -2.115 3.361 3.665
H: -1.267 3.735 2.316
C: 0.207 -4.499 4.514
C: 0.986 -3.672 3.485
C: 0.605 -4.306 2.137
O: 1.093 -3.519 1.062
C: 0.839 -3.990 -0.252
N: 0.552 -2.259 3.610
H: 0.241 -4.040 5.507
H: 0.636 -5.489 4.661
H: -0.864 -4.555 4.308
H: 2.049 -3.861 3.635
H: -0.487 -4.175 2.086
H: 0.867 -5.362 2.106
H: -0.188 -4.320 -0.417
H: 1.614 -4.661 -0.620
H: 0.910 -3.113 -0.902
H: 0.487 -1.917 4.564
H: -0.413 -2.223 3.271
C: -2.455 -4.164 -2.182
C: -2.642 -2.630 -2.199
C: -2.686 -2.107 -3.608
O: -1.656 -2.636 -4.423
C: -0.331 -2.206 -4.178
N: -3.883 -2.325 -1.473
H: -2.507 -4.640 -1.202
H: -1.589 -4.585 -2.691
H: -3.371 -4.452 -2.709
H: -1.768 -2.209 -1.671
H: -2.765 -1.016 -3.675
H: -3.570 -2.500 -4.122
H: -0.210 -1.288 -4.758
H: 0.419 -2.899 -4.554
H: -0.043 -2.019 -3.138
H: -4.548 -3.001 -1.828
H: -3.854 -2.344 -0.467

The maximum force comes out at 0.2055 hartree/bohr. Its HOMO energy (spin up / spin down) is -13.6 / -13.6 eV. As for the expectation value of S²: 3.86. The calculation puts the electronic energy at -4894.63673 Eh. For the LUMO energy (spin up / spin down), the calculation gives -7.7252 / -7.7137 eV. The orbital gap (spin up / spin down) comes out at 5.8803 / 5.8918 eV. The spin multiplicity is 4. Its charge is +2.

Mulliken atomic charge list, values in e, 4 entries: -0.4315, 1.1013, -0.2949, 0.8343

=====

Here is a 3-piece molecular cluster, C20H48N6O7P2 overall from the OMol25 dataset. Energies are from the ωB97M-V functional and the def2-TZVPD basis.

Element x y z (Å)
C: -1.822 3.678 -0.311
C: -2.000 4.847 0.667
C: -1.908 6.263 0.049
C: -3.014 7.254 0.409
C: -4.443 6.700 0.255
C: -4.670 5.925 -1.012
O: -5.032 4.771 -0.992
O: -4.492 6.580 -2.179
C: -1.329 6.420 -1.383
O: 0.018 6.945 -1.204
C: 0.327 6.514 0.059
O: 1.302 5.928 0.420
O: -0.770 6.865 0.793
H: -2.732 3.547 -0.894
H: -0.931 3.757 -0.924
H: -1.698 2.775 0.285
H: -1.222 4.752 1.417
H: -2.940 4.748 1.206
H: -2.857 7.471 1.465
H: -2.859 8.199 -0.102
H: -5.112 7.561 0.232
H: -4.673 6.063 1.097
H: -4.279 5.918 -2.847
H: -1.189 5.521 -1.978
H: -1.791 7.161 -2.029
C: -2.661 -1.485 -4.572
N: -1.462 -0.904 -4.022
C: -0.444 -0.781 -5.053
P: -0.807 -1.167 -2.437
O: -0.392 0.287 -2.300
N: -2.003 -1.114 -1.187
C: -3.210 -0.321 -1.385
C: -1.416 -0.788 0.114
N: -1.060 -2.932 -2.712
C: -2.214 -3.649 -2.204
C: 0.159 -3.707 -2.405
H: -2.530 -2.537 -4.875
H: -2.963 -0.923 -5.460
H: -3.504 -1.427 -3.887
H: -0.060 -1.766 -5.365
H: 0.400 -0.189 -4.693
H: -0.839 -0.267 -5.932
H: -2.998 0.672 -1.797
H: -3.744 -0.185 -0.443
H: -3.922 -0.826 -2.040
H: -1.206 0.283 0.207
H: -0.474 -1.324 0.271
H: -2.089 -1.088 0.920
H: -2.203 -3.772 -1.116
H: -2.219 -4.645 -2.658
H: -3.148 -3.173 -2.490
H: 0.353 -3.736 -1.326
H: 1.027 -3.247 -2.891
H: 0.085 -4.729 -2.780
C: 2.708 -2.268 4.723
N: 2.150 -2.954 3.581
C: 0.991 -3.742 3.976
P: 3.023 -3.632 2.272
O: 2.036 -3.367 1.156
N: 4.280 -2.570 1.702
C: 4.133 -1.130 1.872
C: 4.653 -2.869 0.322
N: 4.180 -4.525 3.305
C: 5.497 -4.008 3.630
C: 4.304 -5.939 2.896
H: 3.155 -2.954 5.459
H: 1.919 -1.708 5.231
H: 3.455 -1.531 4.440
H: 1.278 -4.602 4.600
H: 0.467 -4.123 3.097
H: 0.277 -3.131 4.530
H: 3.137 -0.766 1.591
H: 4.868 -0.599 1.265
H: 4.334 -0.831 2.901
H: 3.933 -2.464 -0.398
H: 4.710 -3.950 0.162
H: 5.640 -2.456 0.102
H: 6.183 -4.009 2.778
H: 5.925 -4.642 4.413
H: 5.449 -3.002 4.037
H: 4.841 -6.044 1.946
H: 3.311 -6.382 2.774
H: 4.825 -6.521 3.658

The maximum force comes out at 0.1435 hartree/bohr. Its HOMO energy is -7.8 eV. Its SMILES is CC[C@]1(CCC(=O)O)COC(=O)O1.CN(C)P(=O)(N(C)C)N(C)C.CN(C)P(=O)(N(C)C)N(C)C. The calculation puts the electronic energy at -2328.61608 Eh. For the LUMO energy, the calculation gives -0.5565 eV. The orbital gap comes out at 7.2042 eV.

Mulliken atomic charge list, values in e, 4 entries: -0.8341, -1.0076, 1.6909, -1.5658

=====

Here is a 3-piece molecular cluster, C20H48N8O2P2 overall from the OMol25 dataset. Energies are from the ωB97M-V functional and the def2-TZVPD basis.

Element x y z (Å)
C: -1.130 2.665 3.300
N: -1.180 1.955 2.030
C: -0.220 0.844 2.076
P: -2.659 1.501 1.302
O: -3.135 0.730 2.558
N: -3.866 2.695 1.380
C: -3.693 4.067 1.816
C: -5.199 2.238 1.786
N: -2.111 2.388 -0.140
C: -2.144 1.513 -1.314
C: -0.952 3.271 -0.237
H: -0.100 2.948 3.541
H: -1.527 2.070 4.128
H: -1.668 3.606 3.257
H: -0.049 0.454 1.068
H: -0.583 0.020 2.701
H: 0.756 1.163 2.457
H: -3.696 4.150 2.909
H: -4.510 4.697 1.439
H: -2.783 4.524 1.429
H: -5.273 2.149 2.875
H: -5.427 1.262 1.344
H: -5.981 2.926 1.444
H: -1.326 0.784 -1.283
H: -2.076 2.084 -2.246
H: -3.088 0.960 -1.349
H: -0.007 2.715 -0.240
H: -0.915 4.011 0.566
H: -0.996 3.853 -1.166
C: -2.324 -3.445 2.192
N: -1.537 -3.666 0.988
C: -1.969 -2.705 -0.037
P: 0.162 -3.842 1.033
O: 0.364 -2.493 1.766
N: 0.726 -4.807 2.314
C: -0.084 -5.611 3.208
C: 1.869 -4.277 3.065
N: -0.071 -5.393 0.191
C: 0.724 -5.424 -1.039
C: -1.339 -6.079 -0.044
H: -3.394 -3.459 1.960
H: -2.089 -2.492 2.676
H: -2.191 -4.245 2.913
H: -1.587 -3.006 -1.017
H: -1.602 -1.695 0.175
H: -3.060 -2.665 -0.126
H: -0.532 -5.007 4.006
H: 0.526 -6.386 3.689
H: -0.875 -6.154 2.691
H: 1.546 -3.544 3.812
H: 2.585 -3.792 2.393
H: 2.415 -5.075 3.580
H: 0.280 -4.782 -1.809
H: 0.816 -6.441 -1.435
H: 1.739 -5.066 -0.844
H: -1.939 -5.586 -0.817
H: -1.946 -6.167 0.861
H: -1.156 -7.109 -0.373
C: 5.223 1.549 -2.640
C: 5.091 3.164 -2.906
C: 5.480 3.465 -4.490
C: 3.625 3.807 -2.551
C: 2.402 3.341 -3.539
C: 1.380 4.660 -3.647
N: 0.644 5.751 -3.678
C: 1.478 2.108 -2.956
C: 1.667 0.842 -4.030
N: 2.098 -0.186 -4.726
H: 5.686 1.310 -1.566
H: 6.019 1.150 -3.434
H: 4.221 0.954 -2.784
H: 5.953 3.682 -2.264
H: 4.813 2.720 -5.125
H: 6.637 3.272 -4.688
H: 5.164 4.572 -4.789
H: 3.738 4.986 -2.700
H: 3.372 3.678 -1.393
H: 2.714 3.097 -4.640
H: 1.734 1.787 -1.857
H: 0.340 2.460 -3.003

The maximum force comes out at 0.2430 hartree/bohr. Its HOMO energy is -8.0 eV. Its SMILES is CN(C)P(=O)(N(C)C)N(C)C.CN(C)P(=O)(N(C)C)N(C)C.CC(C)C[C@H](C#N)CC#N. The calculation puts the electronic energy at -2061.59400 Eh. For the LUMO energy, the calculation gives -1.0583 eV. The orbital gap comes out at 6.9066 eV.

Mulliken atomic charge list, values in e, 4 entries: -1.1398, 0.3141, -1.2242, 0.8269

=====

Here is a 5-piece molecular cluster, C20H48NO6P overall from the OMol25 dataset. Energies are from the ωB97M-V functional and the def2-TZVPD basis.

Element x y z (Å)
C: -0.678 -3.926 2.185
C: -1.564 -4.773 1.653
C: -2.407 -4.498 0.444
P: -3.768 -3.269 0.731
C: -4.761 -4.164 1.980
O: -3.056 -2.143 1.767
N: -2.884 -0.893 1.107
O: -2.122 -0.229 1.676
H: -0.054 -3.268 1.588
H: -0.525 -3.917 3.258
H: -1.704 -5.739 2.133
H: -1.842 -4.156 -0.426
H: -2.961 -5.399 0.166
H: -5.334 -3.445 2.562
H: -5.422 -4.859 1.465
H: -4.127 -4.722 2.670
C: 1.858 2.742 0.713
C: 1.089 3.800 -0.061
O: 0.220 3.280 -1.050
C: -0.801 2.415 -0.584
C: -1.749 3.047 0.419
H: 2.442 2.121 0.033
H: 2.538 3.222 1.418
H: 1.197 2.088 1.283
H: 1.791 4.432 -0.605
H: 0.541 4.454 0.627
H: -0.369 1.497 -0.168
H: -1.352 2.125 -1.480
H: -1.242 3.340 1.339
H: -2.527 2.331 0.685
H: -2.220 3.936 -0.003
C: -4.986 0.622 -5.038
C: -5.546 -0.554 -4.256
O: -4.599 -1.207 -3.431
C: -3.994 -0.411 -2.427
C: -4.969 0.188 -1.430
H: -4.147 0.305 -5.658
H: -5.760 1.038 -5.685
H: -4.637 1.421 -4.383
H: -5.893 -1.323 -4.946
H: -6.417 -0.238 -3.669
H: -3.382 0.378 -2.880
H: -3.313 -1.084 -1.907
H: -5.673 0.878 -1.897
H: -4.418 0.738 -0.666
H: -5.543 -0.602 -0.941
C: 3.408 -6.595 -0.102
C: 2.827 -5.652 0.938
O: 2.011 -6.285 1.906
C: 2.634 -7.285 2.692
C: 3.819 -6.791 3.505
H: 2.612 -7.134 -0.617
H: 3.977 -6.027 -0.839
H: 4.081 -7.330 0.341
H: 2.170 -4.929 0.452
H: 3.627 -5.079 1.420
H: 2.929 -8.138 2.071
H: 1.850 -7.639 3.363
H: 4.633 -6.437 2.870
H: 4.208 -7.602 4.121
H: 3.519 -5.970 4.158
C: 5.105 8.056 -1.974
C: 5.567 7.151 -0.845
O: 5.448 7.724 0.445
C: 4.141 8.095 0.844
C: 3.150 6.944 0.874
H: 5.656 8.998 -1.961
H: 5.276 7.566 -2.934
H: 4.041 8.287 -1.906
H: 6.630 6.936 -0.957
H: 5.043 6.190 -0.892
H: 3.759 8.905 0.212
H: 4.260 8.507 1.846
H: 2.997 6.510 -0.114
H: 2.183 7.293 1.238
H: 3.507 6.152 1.536

The maximum force comes out at 0.0218 hartree/bohr. Its HOMO energy is -8.8 eV. Its SMILES is C=CCP(C)ON=O.CCOCC.CCOCC.CCOCC.CCOCC. The calculation puts the electronic energy at -1638.16775 Eh. For the LUMO energy, the calculation gives 0.1507 eV. The orbital gap comes out at 8.9352 eV.

Mulliken atomic charge list, values in e, 4 entries: -0.7822, -0.1140, -0.7817, 0.4174